(1)
Computed, not measured: a single C18H26BrNO2 molecule, with wB97M-V/def2-TZVPD.

## Properties
Frontier orbital gap ... 8.5 eV
HOMO level ... -0.3035 Ha
Total charge ... 0

Geometry (Å):
C -6.071 -1.927 0.529
O -5.188 -0.904 0.143
C -3.857 -1.112 0.250
C -3.244 -2.269 0.720
C -1.867 -2.354 0.784
C -1.044 -1.303 0.378
C 0.395 -1.451 0.463
C 1.324 -0.602 0.012
C 2.755 -0.942 0.175
O 3.102 -2.093 0.403
N 3.678 0.049 0.036
C 3.408 1.467 0.010
C 3.412 2.111 1.410
C 2.280 1.567 2.276
C 3.302 3.627 1.271
C 5.070 -0.351 0.166
C 5.606 -1.019 -1.108
C 5.536 -0.071 -2.302
C 7.040 -1.485 -0.874
C -1.659 -0.138 -0.092
C -3.030 -0.056 -0.149
Br -3.866 1.530 -0.780
H -5.959 -2.173 1.590
H -7.071 -1.533 0.353
H -5.926 -2.829 -0.073
H -3.842 -3.108 1.040
H -1.414 -3.263 1.152
H 0.748 -2.355 0.944
H 1.057 0.305 -0.504
H 2.449 1.666 -0.469
H 4.182 1.943 -0.600
H 4.364 1.869 1.895
H 2.326 2.003 3.271
H 1.312 1.810 1.842
H 2.352 0.486 2.374
H 2.367 3.897 0.785
H 3.326 4.099 2.250
H 4.124 4.024 0.680
H 5.668 0.530 0.404
H 5.146 -1.067 0.991
H 4.978 -1.892 -1.310
H 5.913 -0.564 -3.195
H 6.141 0.816 -2.122
H 4.510 0.236 -2.492
H 7.685 -0.637 -0.649
H 7.084 -2.183 -0.042
H 7.425 -1.983 -1.760
H -1.071 0.708 -0.408

Atomic forces in eV per Å
-0.16 -0.27 0.11
0.34 0.13 -0.05
0.09 0.06 -0.02
-0.41 0.05 -0.03
0.28 0.25 -0.10
-0.60 -0.03 0.01
0.68 0.17 -0.11
-0.44 -0.26 0.05
0.05 -0.10 -0.03
0.04 -0.19 0.10
0.13 -0.07 -0.05
-0.04 0.33 0.36
-0.19 0.09 -0.19
0.32 -0.02 -0.07
0.16 -0.28 0.05
0.09 -0.55 -0.14
0.14 0.20 0.06
-0.08 -0.23 0.17
-0.32 -0.01 -0.02
-0.12 -0.17 0.06
-0.25 0.29 -0.12
0.21 -0.07 0.03
0.00 0.00 -0.05
0.06 -0.07 0.03
0.00 0.03 0.04
-0.08 -0.06 0.02
0.06 -0.09 0.04
0.10 -0.06 0.01
-0.11 0.12 0.00
0.04 0.05 -0.04
-0.10 -0.02 -0.04
0.01 -0.01 -0.06
-0.03 0.03 0.12
-0.16 0.02 -0.05
-0.07 -0.08 0.09
-0.14 0.07 -0.07
-0.02 0.11 0.07
0.07 0.11 -0.07
0.00 0.05 0.01
0.08 0.15 -0.03
0.01 0.05 0.06
0.03 0.00 -0.13
0.09 0.15 -0.01
-0.10 0.09 -0.07
0.13 0.10 0.03
0.08 -0.09 0.11
0.10 -0.05 -0.07
0.04 0.10 -0.03

***

(2)
Computed, not measured: 7 unconnected molecules or ions with the total composition C28H56O19 in a non-equilibrium geometry, with wB97M-V/def2-TZVPD.

## Properties
Frontier orbital gap ... 10.0 eV
HOMO level ... -0.3557 Ha
Total charge ... 0

Geometry (Å):
C -10.430 13.145 -11.115
C -10.003 14.170 -10.094
O -8.601 13.921 -9.751
C -7.671 14.288 -10.526
O -7.722 14.604 -11.670
O -6.568 13.987 -9.863
C -5.269 14.043 -10.502
H -10.615 12.172 -10.660
H -9.772 13.013 -11.975
H -11.396 13.424 -11.535
H -10.557 13.958 -9.179
H -10.125 15.209 -10.400
H -5.247 14.928 -11.138
H -5.216 13.171 -11.154
H -4.450 14.093 -9.785
C -12.119 8.354 -8.360
C -12.093 8.858 -6.912
O -10.801 8.661 -6.520
C -10.356 9.243 -5.421
O -11.014 9.911 -4.624
O -8.967 9.003 -5.318
C -8.292 9.353 -4.112
H -11.335 8.746 -9.009
H -13.105 8.412 -8.820
H -12.028 7.270 -8.426
H -12.817 8.370 -6.259
H -12.442 9.890 -6.875
H -7.947 10.384 -4.036
H -7.329 8.847 -4.063
H -8.777 9.172 -3.152
C 0.002 2.853 -16.437
C -0.013 4.337 -16.172
O 0.060 5.172 -17.349
C 1.148 5.876 -17.702
O 2.206 5.983 -17.095
O 0.836 6.651 -18.813
C 1.523 7.900 -19.236
H -0.769 2.344 -15.858
H 1.046 2.687 -16.171
H 0.008 2.635 -17.505
H 0.718 4.640 -15.423
H -0.965 4.579 -15.700
H 0.742 8.514 -19.682
H 2.164 7.826 -20.115
H 1.955 8.516 -18.447
C -9.462 -1.279 -11.115
C -8.830 -0.124 -10.373
O -7.858 0.480 -11.192
C -8.159 1.321 -12.232
O -9.310 1.731 -12.488
O -7.013 1.495 -12.859
C -6.846 2.477 -13.779
H -9.817 -1.911 -10.301
H -8.657 -1.819 -11.613
H -10.187 -1.021 -11.888
H -8.284 -0.367 -9.461
H -9.677 0.537 -10.183
H -5.993 2.306 -14.436
H -6.742 3.458 -13.316
H -7.669 2.414 -14.490
C -2.544 17.956 -21.252
C -2.742 17.119 -19.987
O -1.630 16.166 -19.865
C -1.616 15.437 -18.692
O -2.491 15.551 -17.816
O -0.511 14.652 -18.672
C -0.358 13.727 -17.685
H -3.467 18.154 -21.797
H -1.774 17.459 -21.843
H -2.175 18.971 -21.107
H -3.669 16.545 -19.984
H -2.758 17.824 -19.156
H -0.612 14.145 -16.711
H 0.724 13.608 -17.718
H -0.926 12.801 -17.774
C -7.086 8.895 -11.920
C -6.614 9.457 -13.263
O -5.273 9.789 -13.380
C -4.355 8.872 -13.761
O -4.682 7.702 -14.087
O -3.162 9.489 -13.905
C -2.133 8.818 -14.528
H -6.557 7.958 -11.746
H -8.137 8.652 -12.078
H -6.974 9.497 -11.018
H -7.133 10.408 -13.377
H -6.914 8.898 -14.150
H -2.458 8.178 -15.348
H -1.828 8.124 -13.745
H -1.295 9.405 -14.905
C -10.922 7.441 -16.670
C -11.566 8.730 -17.016
C -10.994 9.665 -16.059
O -11.215 8.953 -14.859
C -11.216 7.537 -15.153
H -9.871 7.349 -16.944
H -11.309 6.610 -17.260
H -12.653 8.700 -16.945
H -11.273 9.139 -17.982
H -11.453 10.653 -16.046
H -9.931 9.813 -16.250
H -12.179 7.037 -15.053
H -10.465 6.979 -14.594

Atomic forces in eV per Å
-0.86 -0.21 -0.62
0.86 -0.78 -0.31
-3.88 -0.03 2.57
2.31 -1.34 -1.00
-0.32 1.33 -1.69
2.42 0.18 1.34
-1.23 0.37 -1.04
0.31 -0.02 0.14
0.23 0.25 0.26
-0.13 0.18 -0.01
0.24 0.40 0.08
0.05 -0.12 -0.09
0.16 0.01 -0.01
0.39 -0.04 0.09
-0.54 -0.21 0.25
-0.93 -1.15 -0.02
-2.39 0.33 -1.75
2.76 -0.11 1.18
0.95 1.43 2.29
1.38 -1.51 -1.66
-2.19 0.04 -0.05
0.92 0.61 0.82
-0.19 0.42 0.24
-0.06 0.91 -0.02
0.59 -0.21 0.51
0.17 -0.57 -0.01
0.63 0.38 0.03
-0.65 0.45 -0.63
-0.30 -0.66 -0.50
-0.71 -0.37 -0.44
1.79 0.72 -0.53
-0.99 1.14 0.66
0.35 0.22 -0.99
1.51 2.26 0.66
-1.75 -0.70 -0.89
0.10 -0.29 0.36
-1.00 -0.19 0.02
0.44 -0.21 -0.17
-0.20 -1.46 0.40
-0.69 -0.02 0.04
0.37 0.03 -0.41
-0.18 0.41 -0.35
-0.56 -0.20 0.44
0.60 -0.99 0.54
0.21 -0.71 0.23
1.16 -0.88 0.64
-1.40 0.56 -1.03
0.96 1.52 -1.29
-3.19 -0.74 1.18
3.53 -0.74 0.36
0.47 -1.59 1.68
-0.59 1.61 -2.52
-0.69 -0.37 -0.49
0.00 -0.26 -0.01
-0.16 0.21 0.49
-0.30 -0.26 -0.12
0.37 0.59 0.45
0.40 -0.37 0.65
-0.20 0.04 -0.09
-0.37 0.68 0.09
0.39 -0.07 -0.19
0.17 0.39 0.09
-0.03 -0.47 1.43
-1.95 1.22 0.66
2.59 -0.78 -2.10
-2.06 2.35 -2.50
0.98 -0.57 2.31
-0.02 -0.68 -0.16
-0.38 -0.03 -0.48
0.28 -0.12 0.67
0.08 0.07 -0.06
0.08 -0.53 0.40
-0.07 0.07 0.09
-0.11 -0.86 0.37
0.06 0.02 -0.55
0.44 -1.14 -0.80
-1.83 0.70 0.21
3.03 0.22 0.39
-2.04 -2.13 -1.84
1.80 3.27 1.17
-2.49 1.47 0.45
0.91 -2.84 0.08
-0.09 -0.16 0.15
-0.09 0.00 0.26
0.11 0.43 -0.43
0.13 0.23 -0.11
-0.05 -0.64 0.39
-0.37 0.18 -0.13
1.00 -0.25 -0.34
-0.49 0.65 0.55
0.08 -0.68 0.01
0.16 1.23 -3.33
-0.02 0.34 0.92
0.11 -0.81 1.56
0.74 -0.81 -1.13
0.31 0.76 0.38
-0.72 -0.25 0.66
0.00 -0.10 0.02
-0.36 -0.44 -0.63
-0.24 -0.10 0.35
0.31 -0.01 0.05
-0.29 0.51 0.73
-0.06 0.36 0.42

***

(3)
Computed, not measured: a molecular structure, C34H89BF4N7O10Pd in a non-equilibrium geometry, with wB97M-V/def2-TZVPD.

## Properties
Spin multiplicity ... 3
Frontier orbital gap (alpha / beta) ... 7.0 / 4.6 eV
Expectation value of S² ... 2.00
HOMO level (alpha / beta) ... -0.3689 / -0.3689 Ha
Total charge ... +1

Geometry (Å):
Pd -0.078 0.125 3.675
B -0.322 0.191 0.428
F -0.160 -1.164 0.565
F -0.214 0.732 1.687
F 0.709 0.777 -0.470
F -1.556 0.349 -0.108
C -4.304 -5.391 -1.221
O -4.447 -4.539 -0.028
C -3.229 -4.032 0.420
C -3.336 -2.840 1.424
N -3.118 -3.417 2.748
C -4.199 -3.008 3.671
C -4.102 -4.000 4.879
O -4.072 -5.401 4.430
C -3.703 -6.167 5.579
H -5.232 -5.916 -1.447
H -3.606 -6.202 -1.016
H -3.867 -4.963 -2.123
H -2.714 -3.561 -0.418
H -2.616 -4.851 0.794
H -4.360 -2.465 1.416
H -2.715 -1.973 1.196
H -2.878 -4.398 2.787
H -5.129 -3.280 3.172
H -4.000 -1.972 3.945
H -4.876 -3.886 5.638
H -3.162 -3.770 5.381
H -3.681 -5.568 6.490
H -2.730 -6.655 5.631
H -4.482 -6.887 5.826
C 8.524 1.811 -7.083
O 8.263 1.488 -5.803
C 9.379 0.934 -4.984
C 9.154 0.923 -3.532
N 7.929 0.197 -3.177
C 7.573 0.228 -1.714
C 6.770 1.526 -1.465
O 5.443 1.292 -1.996
C 4.572 0.673 -1.038
H 9.246 2.610 -7.247
H 7.607 1.937 -7.659
H 8.991 1.001 -7.644
H 10.360 1.375 -5.163
H 9.567 -0.072 -5.359
H 9.004 1.951 -3.204
H 9.990 0.506 -2.970
H 7.177 0.789 -3.501
H 8.591 0.209 -1.325
H 6.955 -0.591 -1.348
H 7.344 2.326 -1.932
H 6.843 1.747 -0.400
H 4.648 -0.408 -1.154
H 3.509 0.858 -1.190
H 4.884 0.987 -0.042
C -5.917 0.428 5.812
O -4.589 0.451 5.291
C -4.575 0.987 3.934
C -3.232 0.751 3.174
N -2.059 1.082 3.944
C -2.067 2.548 4.076
C -0.702 3.016 4.685
O 0.320 2.554 3.758
C 0.929 3.582 2.877
H -6.381 1.375 6.087
H -5.891 -0.285 6.636
H -6.631 0.028 5.092
H -4.839 2.043 3.978
H -5.341 0.481 3.346
H -3.315 1.315 2.245
H -3.169 -0.313 2.945
H -2.371 0.711 4.830
H -2.863 3.083 4.594
H -2.079 3.066 3.117
H -0.526 2.511 5.634
H -0.635 4.104 4.695
H 1.720 3.123 2.284
H 1.393 4.434 3.374
H 0.200 4.070 2.229
C 4.795 -0.725 -4.653
C 3.818 -0.441 -5.812
C 2.319 -0.166 -5.366
O 1.962 -1.286 -4.564
C 0.825 -1.157 -3.791
N 4.358 0.619 -6.632
H 5.734 -0.968 -5.149
H 4.634 -1.596 -4.017
H 5.034 0.130 -4.020
H 3.590 -1.283 -6.465
H 1.699 -0.111 -6.260
H 2.184 0.692 -4.708
H 0.518 -2.111 -3.363
H 0.102 -0.898 -4.564
H 1.003 -0.397 -3.031
H 4.553 1.375 -5.992
H 5.234 0.193 -6.900
C -5.479 0.978 -2.001
C -5.741 1.220 -0.493
C -7.215 0.906 -0.102
O -8.222 1.281 -1.071
C -9.509 1.241 -0.533
N -4.771 0.311 0.128
H -6.120 1.730 -2.460
H -5.943 0.040 -2.307
H -4.468 1.142 -2.376
H -5.525 2.281 -0.365
H -7.376 1.293 0.904
H -7.324 -0.174 0.005
H -9.780 0.485 0.204
H -10.187 1.126 -1.379
H -9.616 2.151 0.058
H -5.098 -0.610 -0.127
H -3.944 0.373 -0.450
C 0.078 -4.040 3.306
C 0.467 -2.586 3.521
C 1.803 -2.150 2.780
O 1.788 -0.696 2.825
C 2.826 -0.042 2.036
N -0.706 -1.882 3.060
H 0.157 -4.417 2.286
H -0.882 -4.292 3.756
H 0.735 -4.664 3.912
H 0.598 -2.452 4.595
H 1.833 -2.368 1.712
H 2.667 -2.718 3.125
H 3.787 -0.375 2.428
H 2.598 1.020 2.126
H 2.812 -0.395 1.005
H -1.601 -2.325 3.211
H -0.736 -1.860 2.051
C -1.091 4.249 -2.507
C 0.298 3.685 -2.690
C 1.349 4.089 -1.665
O 2.664 3.583 -1.924
C 3.667 3.788 -0.929
N 0.117 2.254 -2.902
H -1.575 3.859 -1.611
H -1.689 4.118 -3.408
H -1.036 5.334 -2.422
H 0.695 3.973 -3.664
H 1.082 3.845 -0.637
H 1.422 5.172 -1.556
H 3.392 3.528 0.093
H 3.865 4.856 -0.832
H 4.612 3.276 -1.110
H 0.978 1.741 -2.779
H -0.542 1.940 -2.203

Atomic forces in eV per Å
-0.81 0.50 -0.79
1.36 0.02 -3.68
1.02 -1.54 -0.12
0.07 1.90 0.90
-1.35 -0.93 1.96
-1.12 1.01 -0.22
0.51 -0.54 1.22
-0.84 -0.61 -1.41
0.76 1.79 -1.22
-0.94 -2.52 0.16
0.24 2.01 0.96
0.87 -3.34 0.42
0.44 0.33 -0.75
0.70 1.45 1.08
-0.78 -0.25 1.18
-0.23 0.66 0.20
0.21 -0.15 0.48
-0.36 0.96 0.16
0.37 -0.40 -0.52
0.31 0.04 0.30
-0.15 0.04 -0.39
0.41 -0.22 -0.22
-0.63 -0.01 -0.25
-0.49 0.94 0.05
-0.81 -0.07 0.26
-0.32 0.13 -0.25
0.30 -0.15 0.13
-0.09 0.47 -0.04
0.14 -0.04 -1.07
0.04 -0.31 -0.51
1.13 -0.54 -2.58
0.58 -0.55 4.07
0.12 -0.63 -2.65
-1.84 0.45 1.47
-1.42 -0.60 0.43
1.33 1.09 -1.29
0.92 -1.66 0.34
0.30 1.15 0.83
0.63 -0.51 -0.43
-0.25 0.68 0.29
-0.19 0.61 0.43
0.28 -0.70 0.04
-0.18 0.99 -0.32
-0.44 -0.42 0.05
0.53 0.53 0.14
0.21 -0.08 -0.34
-0.20 -0.40 -1.27
-0.34 0.05 1.30
0.36 -0.39 -0.42
-0.83 0.31 -0.56
-0.86 0.13 0.32
0.26 -0.26 0.31
0.15 0.76 -0.37
-0.22 -0.12 0.22
-0.23 -0.91 -0.10
0.15 0.66 -1.38
0.24 -0.34 0.45
-1.81 -1.21 -0.50
-0.75 1.31 1.13
2.57 2.08 0.48
-0.46 -0.59 -1.78
0.93 0.87 -0.07
-0.40 -0.28 0.30
0.71 0.39 0.29
-0.08 0.38 0.20
0.15 -0.32 -0.38
0.05 0.16 -0.04
-0.07 -0.03 -0.12
0.28 -0.22 -0.07
-0.10 0.05 -0.31
0.35 -0.02 0.96
-0.43 -0.97 0.55
-0.03 -0.71 -0.53
0.17 0.41 0.20
-0.20 -0.07 0.63
-0.39 -0.29 0.03
0.01 -0.36 0.92
-0.34 -0.58 -0.20
0.38 -0.82 -0.65
-2.33 0.01 1.39
1.25 -0.54 0.95
2.04 -1.41 -0.54
-0.48 0.48 -1.15
-0.48 -0.26 -0.16
0.32 0.04 0.01
-0.62 0.06 -0.02
-0.48 0.20 -0.12
0.88 -0.49 0.11
-0.19 0.23 -0.02
0.18 0.67 -0.35
0.38 -0.03 0.10
-1.15 0.55 0.81
-0.58 0.08 0.21
0.39 0.39 -0.15
0.51 0.72 -0.42
-2.52 1.37 -0.23
0.26 -0.66 -2.58
0.41 -0.59 -0.42
2.01 -0.44 0.74
-0.52 0.71 0.34
-0.30 0.12 1.54
0.10 0.07 -0.73
0.50 -0.30 -0.06
0.05 -0.25 0.43
0.18 -0.05 0.77
-0.44 0.52 0.03
0.25 -0.39 0.06
0.67 -0.85 -0.16
-0.16 0.45 0.23
-0.70 0.46 -0.31
-0.24 -0.45 0.22
0.49 0.26 0.28
1.45 -1.54 1.13
0.44 -1.76 -1.11
-2.00 0.28 -0.61
1.12 -0.89 0.68
-0.37 -0.78 0.43
0.80 2.65 -0.04
-0.22 0.36 -0.10
-0.16 0.45 -0.36
0.44 -0.23 -0.18
0.06 0.29 0.12
-0.76 -0.34 -0.19
0.26 0.74 0.96
0.11 0.56 0.30
0.46 -0.17 -0.17
-0.54 0.21 -0.13
-0.83 -0.86 1.14
0.63 0.41 -0.62
0.43 1.38 -0.03
0.81 -0.98 -1.32
0.69 0.69 1.44
0.14 -0.96 -0.19
-0.69 1.12 0.19
-0.24 -0.12 0.38
-0.14 -0.15 -0.07
-0.02 -0.57 0.19
0.00 0.18 0.34
0.05 0.81 -0.03
-0.40 -0.84 0.28
-0.06 0.54 -0.66
-0.70 -0.56 0.16
0.23 0.32 -0.26
-0.45 -0.07 -0.76
0.08 0.01 0.11
0.13 -0.53 0.15

***

(4)
Computed, not measured: a molecular structure, C5H18NO2 in a non-equilibrium geometry, with wB97M-V/def2-TZVPD.

## Properties
Frontier orbital gap ... 5.5 eV
HOMO level ... -0.5297 Ha
Total charge ... +1

Geometry (Å):
C -0.398 0.333 -1.097
C -0.059 -0.722 0.027
C -0.880 -1.998 0.138
C 1.424 -0.944 -0.321
C 2.436 -1.556 0.619
N -1.241 1.498 -0.624
H -0.979 -0.182 -1.853
H 0.547 0.783 -1.380
H -0.089 -0.169 0.975
H -0.808 -2.716 -0.681
H -0.572 -2.546 1.022
H -1.943 -1.759 0.167
H 1.356 -1.539 -1.246
H 1.789 0.063 -0.558
H 2.325 -2.646 0.658
H 3.434 -1.400 0.200
H 2.353 -0.983 1.539
H -1.734 1.894 -1.438
H -0.140 2.901 -0.667
H -0.501 2.260 -0.415
H -3.789 0.793 1.431
H -2.695 0.812 0.325
O -3.143 0.239 0.960
H 1.232 2.448 0.047
H 2.653 2.937 0.179
O 2.140 2.098 0.214

Atomic forces in eV per Å
-1.68 -0.73 1.69
1.07 1.10 0.32
-0.73 0.33 -0.52
0.24 -0.20 -1.06
-0.39 -0.11 -0.47
-0.26 -1.95 -1.81
0.16 0.41 -0.87
-0.01 -0.32 -0.91
-0.21 -0.16 0.09
0.56 0.30 -0.35
-0.14 0.10 0.27
-0.01 -0.08 0.54
0.49 0.25 -0.09
0.43 -0.51 -0.05
-0.15 0.29 0.74
-0.09 0.14 0.07
0.27 -0.64 0.52
-0.29 -0.05 -0.04
0.46 1.52 -1.47
0.32 0.12 2.74
0.29 -0.20 -0.28
-0.42 0.07 0.56
-0.24 0.05 0.12
1.16 -0.44 0.62
0.02 -0.76 0.13
-0.84 1.47 -0.49